Density functional theory data (ωB97M-V/def2-TZVPD) for an isolated molecule of C4H9N2P in a non-equilibrium geometry.

Geometry as XYZ:
```
16
Properties=species:S:1:pos:R:3:forces:R:3:mulliken_charge:R:1
C -0.68825 -0.16423 1.59133 2.9 -0.8 -1.2 -0.623
C 1.54372 -0.28284 0.50495 -0.7 -0.6 -0.3 -0.641
C -0.70370 -1.12881 -1.52640 0.5 1.1 2.0 -1.248
C -0.44281 1.66620 -0.46678 -1.5 1.5 1.7 -1.117
N 0.36379 -0.62597 2.36631 -0.7 -0.3 0.5 -0.205
N 1.52477 -0.73652 1.89346 -1.1 0.6 0.1 -0.439
P -0.20645 -0.05382 -0.07811 1.0 -0.1 1.0 0.769
H -1.65239 -0.35614 1.84476 -2.5 -0.4 1.2 0.513
H 1.97232 0.68797 0.47289 0.7 0.9 -0.1 0.317
H 2.13605 -0.99252 -0.01443 0.6 -0.4 -1.0 0.429
H 0.03141 -1.85197 -1.68722 1.5 -1.1 -0.1 0.403
H -1.49541 -1.66036 -1.08192 -1.6 -0.6 -0.2 0.394
H -0.86229 -0.63549 -2.44607 -0.7 0.7 -0.8 0.391
H -1.22033 2.15928 0.26602 1.6 -1.3 -1.2 0.311
H 0.52572 2.09405 -0.20926 -0.2 0.5 -0.5 0.326
H -0.82617 1.88116 -1.42952 0.2 0.3 -1.3 0.420
```
Positions in Å, forces in eV/Å.

LUMO level	0.5112	eV
SMILES	CP1(C)=CN=NC1
frontier orbital gap	8.0	eV
HOMO	-7.46	eV
energy above the lowest of the compared OMol25 structures with the same formula, charge and spin	76.26	kcal/mol

Density functional theory data (ωB97M-V/def2-TZVPD) for a structure of composition C9H18BiClIN2OPS in a non-equilibrium geometry.

Geometry as XYZ:
```
35
Properties=species:S:1:pos:R:3:forces:R:3:mulliken_charge:R:1
C -0.51294 -3.24534 -1.99757 -0.3 -1.8 -3.5 -1.157
I 1.60666 -2.17034 -2.98272 -1.2 -1.9 -0.7 0.116
H -1.39918 -2.81887 -1.49726 0.3 0.5 -0.3 0.385
H -0.14076 -4.12848 -1.49975 0.5 0.0 0.2 0.493
H -0.83571 -3.52303 -3.03162 0.2 0.2 0.9 0.440
Bi 0.24251 -1.42852 -0.53621 -0.1 3.8 3.0 1.161
P 0.00060 0.89704 -2.12662 -0.8 -0.1 -0.2 0.810
C 1.36904 1.48675 -3.15552 0.6 -0.2 0.2 -1.168
C -1.33073 0.53197 -3.32953 -0.3 -0.1 0.2 -1.120
H -1.42818 2.05387 -0.53964 0.2 0.0 -0.3 0.363
H -0.88488 3.13580 -1.85699 0.1 -0.4 0.2 0.429
H 0.22219 2.71435 -0.52387 0.0 -0.1 -0.2 0.306
C -0.57218 2.32804 -1.17222 -0.2 0.2 0.3 -1.131
H -2.27346 0.31153 -2.79977 0.4 0.1 -0.2 0.372
H -1.48541 1.41106 -3.97751 0.1 -0.3 0.3 0.433
H 1.00624 2.17151 -3.92489 -0.2 -0.1 0.1 0.427
H 1.87127 0.64811 -3.65423 -0.1 0.3 0.1 0.292
H -1.07427 -0.33064 -3.96284 0.0 0.3 0.2 0.349
H 2.10390 2.01821 -2.54341 -0.1 -0.1 -0.1 0.379
C 2.82986 -0.07617 -0.95393 2.9 0.3 -0.3 -0.034
O 3.95542 0.05800 -1.06036 -2.1 -0.1 0.2 -0.112
Cl -2.18344 -0.76742 -0.03265 0.7 -0.3 0.0 -0.455
C 0.13631 -1.93890 3.62335 0.5 -0.4 0.4 -0.838
N -0.13451 -0.50869 3.59956 0.2 0.4 -0.3 0.256
C -0.78456 0.18274 4.60447 0.1 0.6 -0.3 -0.087
C -0.72316 1.51109 4.29305 0.2 -0.5 -0.6 -0.564
N -0.05621 1.58510 3.06609 -0.1 -0.5 0.3 0.057
C 0.33977 0.35248 2.65569 -0.3 0.1 1.9 -0.014
S 1.60234 -0.01032 1.55949 -0.8 0.0 -0.8 -0.400
H -0.48720 -2.46915 2.91957 -0.4 -0.1 -0.2 0.275
H 1.18164 -2.15146 3.36663 -0.2 0.3 0.1 0.366
H -0.04893 -2.33023 4.63040 0.0 0.2 -0.3 0.306
H -1.22113 -0.32427 5.45552 0.1 0.1 -0.2 0.431
H -1.04681 2.39263 4.83290 -0.1 -0.3 -0.2 0.421
H 0.15592 2.43154 2.55240 0.1 -0.2 0.2 0.213
```
Positions in Å, forces in eV/Å.

LUMO level (alpha / beta)	-9.3276 / -9.3279	eV
frontier orbital gap (alpha / beta)	5.2 / 5.2	eV
HOMO (alpha / beta)	-14.57 / -14.57	eV
energy above the lowest of the compared OMol25 structures with the same formula, charge and spin	47.04	kcal/mol
charge	+2

Density functional theory data (ωB97M-V/def2-TZVPD) for a cluster of 9 separate species, C48H62F25N2O20 in total in a non-equilibrium geometry.

Geometry as XYZ:
```
157
Properties=species:S:1:pos:R:3:forces:R:3:mulliken_charge:R:1
C -3.85587 2.28631 1.66274 -0.2 -0.2 -0.1 -0.551
C -4.89255 1.49685 2.01365 0.4 0.3 -0.4 -0.424
C -4.72080 0.41205 2.98749 0.0 -0.7 -0.8 0.635
O -5.64012 -0.06159 3.59507 0.0 -0.2 0.0 -0.551
O -3.41924 0.05880 3.23108 0.2 0.0 -0.3 -0.157
C -3.12265 -1.31606 2.96810 0.1 -0.3 0.0 -0.883
C -1.97076 -1.80598 3.86109 -0.4 0.3 0.1 0.319
C -1.78347 -0.94947 5.12148 -0.3 -0.3 -0.3 -0.435
C -0.98957 -1.67433 6.19991 0.4 0.6 0.2 -1.025
C 0.43662 -2.05391 5.76856 -0.7 0.2 -0.1 -0.276
C 1.17933 -0.80736 5.25152 -0.1 -0.1 0.2 -1.129
C 2.67023 -0.95443 5.27963 0.1 0.1 -0.3 0.462
C 3.37292 -0.72993 6.44860 -0.2 -0.1 0.0 -0.564
N 4.70602 -0.86822 6.48077 0.1 0.0 -0.2 0.020
C 5.43202 -1.19494 5.40522 0.0 0.0 -0.3 -0.636
C 4.81699 -1.42021 4.18628 -0.2 -0.5 0.2 0.672
C 5.66466 -1.74697 2.97070 0.1 1.2 -0.1 -0.899
N 6.24521 -0.52080 2.40284 0.1 -0.2 0.6 -0.375
C 3.42216 -1.31517 4.15068 0.2 -0.3 0.2 -0.040
C 2.69358 -1.57180 2.85502 0.0 0.2 0.0 -0.124
O 2.26174 -0.73248 2.14137 0.0 0.0 0.0 -0.526
O 2.60903 -2.92137 2.67063 -0.1 0.0 0.2 -0.114
F 1.81310 -3.16579 1.54883 0.1 0.0 -0.1 -0.142
H -2.89653 1.86302 1.38228 0.4 0.1 1.4 0.170
H -3.95235 3.36627 1.61740 -0.4 -0.1 -1.3 0.333
H -5.89071 1.64658 1.61698 -0.3 0.8 1.2 0.409
H -2.84303 -1.40515 1.91432 0.0 0.0 0.0 0.303
H -4.00919 -1.93734 3.10411 -0.1 0.2 0.2 0.457
H -1.06389 -1.82676 3.25196 0.1 -0.1 0.2 0.014
H -2.21918 -2.81867 4.18534 0.2 -0.1 -0.2 -0.142
H -2.77062 -0.69433 5.51004 0.0 0.0 0.1 0.590
H -1.33222 0.00257 4.83455 0.0 0.0 0.2 0.206
H -0.89669 -1.00604 7.06487 -0.1 -0.1 0.0 0.444
H -1.52287 -2.55523 6.54580 0.0 0.0 -0.1 0.250
H 0.94521 -2.48599 6.63285 0.1 -0.1 -0.2 0.498
H 0.34889 -2.78773 4.96397 0.4 -0.2 0.1 0.281
H 0.84790 -0.57141 4.24202 0.0 0.0 0.0 0.389
H 0.88952 0.04676 5.87009 0.1 0.0 0.0 0.846
H 2.87812 -0.45906 7.37065 0.1 0.0 0.0 0.544
H 5.19942 -0.71724 7.35275 -0.1 0.0 0.1 0.313
H 6.50402 -1.27832 5.52103 0.0 0.0 0.2 0.541
H 6.49293 -2.39458 3.25089 -0.2 -0.3 -0.1 0.330
H 5.05222 -2.19409 2.19005 0.1 -0.3 0.1 0.441
H 5.54925 0.21493 2.34269 0.0 -0.1 -0.3 0.258
H 6.98851 -0.16077 2.99083 0.1 0.0 0.0 0.264
C 1.88246 0.38533 -0.84606 -0.6 0.1 0.1 -0.590
C 1.08451 -0.01076 -2.06873 0.4 -0.2 0.0 -0.626
O -0.24596 0.55318 -2.03154 0.0 0.0 0.0 -0.317
C -0.36535 1.80697 -2.43862 0.1 -0.1 0.0 0.353
O 0.49356 2.53089 -2.83992 0.0 0.1 0.0 -0.545
C -1.84767 2.22412 -2.35744 -0.1 0.1 0.0 0.933
F -2.38937 1.83759 -1.19435 -0.1 0.0 0.0 -0.242
F -2.54745 1.66361 -3.34859 0.0 0.0 0.0 -0.283
F -1.97692 3.54539 -2.45468 0.1 -0.2 0.1 -0.238
H 1.34428 0.10473 0.06196 0.1 -0.1 -0.1 0.323
H 2.84469 -0.11941 -0.85390 0.0 0.0 0.0 0.147
H 2.04147 1.45900 -0.81894 0.1 0.0 -0.1 0.345
H 0.93405 -1.08752 -2.10168 -0.2 0.0 0.0 0.356
H 1.58576 0.28412 -2.98955 -0.1 0.2 0.0 0.395
C 8.32455 1.20726 -4.22792 -0.1 0.2 0.1 -1.150
C 7.97188 0.07285 -3.29317 0.3 -0.2 -0.4 -0.186
O 7.34924 0.56454 -2.08186 -0.1 0.0 0.1 -0.291
C 6.05990 0.83524 -2.16128 0.1 -0.1 -0.1 0.322
O 5.34473 0.71710 -3.11059 -0.1 0.0 0.1 -0.520
C 5.54148 1.30913 -0.78791 -0.1 0.2 -0.2 0.897
F 6.36536 2.18853 -0.21575 0.0 0.0 0.1 -0.283
F 5.42245 0.25719 0.04563 -0.1 0.1 -0.3 -0.236
F 4.34562 1.87211 -0.91702 0.2 0.1 0.1 -0.237
H 8.95301 1.93849 -3.71944 0.1 -0.1 0.0 0.317
H 8.86292 0.82235 -5.09280 0.0 0.0 0.0 0.383
H 7.42973 1.72049 -4.57797 0.0 -0.1 0.0 0.320
H 8.86597 -0.44787 -2.95887 0.0 0.1 0.2 0.297
H 7.31687 -0.65485 -3.76996 -0.1 0.1 0.1 0.337
C -6.94667 -6.28888 6.21991 0.2 -0.2 0.1 -1.138
C -6.14384 -5.03843 5.94430 -0.5 0.1 -0.1 -0.184
O -4.78435 -5.16967 6.43136 0.1 0.0 0.0 -0.335
C -3.94474 -5.81880 5.65174 -0.2 0.1 0.0 0.424
O -4.16203 -6.31310 4.58484 0.1 0.0 -0.1 -0.513
C -2.54191 -5.82425 6.29232 0.1 -0.1 0.1 0.814
F -2.57978 -6.11113 7.59155 0.0 0.0 0.0 -0.263
F -1.97590 -4.60553 6.15660 0.0 -0.1 -0.1 -0.268
F -1.75488 -6.70569 5.68665 0.0 0.0 0.1 -0.213
H -6.92029 -6.53247 7.28203 -0.1 0.1 0.0 0.313
H -7.98249 -6.13765 5.91991 0.0 0.0 0.0 0.383
H -6.54858 -7.14150 5.67080 0.0 0.0 -0.1 0.324
H -6.55309 -4.18593 6.48028 0.1 0.0 0.1 0.339
H -6.12796 -4.79191 4.88375 0.1 -0.1 0.0 0.293
C -3.70766 6.00917 -2.93728 -0.3 0.4 0.1 -0.919
C -4.50522 5.58455 -4.14852 0.4 -0.3 0.0 -0.152
O -5.84256 6.13558 -4.12509 -0.1 0.0 -0.1 -0.338
C -5.95524 7.38365 -4.54467 0.1 -0.1 0.0 0.309
O -5.07615 8.09853 -4.92525 -0.2 0.0 0.0 -0.463
C -7.43798 7.80732 -4.52664 0.0 0.1 0.1 0.859
F -8.04380 7.43792 -3.39567 0.0 0.0 0.0 -0.258
F -8.07427 7.21861 -5.55188 -0.1 0.0 -0.1 -0.212
F -7.55558 9.12184 -4.65480 0.0 0.0 -0.1 -0.243
H -4.23339 5.74232 -2.01945 0.0 -0.1 0.0 0.293
H -2.73836 5.52663 -2.94484 0.1 0.0 0.0 0.254
H -3.55233 7.08817 -2.92791 0.0 0.0 -0.1 0.250
H -4.64330 4.50561 -4.16333 -0.2 0.0 0.0 0.306
H -4.00991 5.86870 -5.07592 -0.1 0.1 0.0 0.331
C 7.90824 -4.64381 1.39112 0.1 -0.1 0.1 -1.142
C 8.77850 -3.46423 1.00401 -0.5 0.0 0.0 -0.068
O 10.14000 -3.67607 1.41533 0.1 0.1 0.0 -0.363
C 10.87694 -4.42967 0.60421 -0.1 0.1 0.0 0.281
O 10.52213 -4.93970 -0.41349 0.0 0.0 -0.1 -0.497
C 12.31563 -4.52785 1.15322 0.0 -0.1 0.0 0.942
F 12.31171 -4.76239 2.46978 0.0 0.0 0.0 -0.246
F 12.95716 -3.37353 0.93496 0.0 0.0 0.0 -0.246
F 12.97613 -5.50382 0.55009 0.0 0.0 0.0 -0.231
H 7.99553 -4.84310 2.46099 0.0 0.1 0.0 0.290
H 6.86257 -4.44446 1.15387 0.0 0.0 0.0 0.303
H 8.21141 -5.54837 0.86661 0.0 0.0 -0.1 0.425
H 8.45651 -2.56060 1.52010 0.1 0.0 0.0 0.248
H 8.73432 -3.26448 -0.06548 0.1 -0.1 0.0 0.322
C -1.03765 -7.77100 2.70367 0.3 -0.1 -0.2 -0.705
C -1.98420 -8.79634 2.12274 -0.2 0.3 0.2 -0.298
O -1.34244 -9.57506 1.09111 0.0 -0.1 0.0 -0.326
C -0.58268 -10.57539 1.50947 -0.1 0.1 0.0 0.324
O -0.37099 -10.89672 2.64028 0.1 -0.1 0.0 -0.505
C -0.00629 -11.33202 0.29409 0.1 0.0 0.0 0.902
F 0.45567 -10.48227 -0.62971 0.0 0.0 0.0 -0.248
F -0.96179 -12.08194 -0.26649 0.0 0.0 0.0 -0.250
F 0.98898 -12.12532 0.67013 0.0 0.0 0.0 -0.235
H -0.62825 -7.14103 1.91209 -0.1 0.0 0.0 0.316
H -1.56327 -7.14284 3.41721 -0.1 0.0 0.0 0.013
H -0.20212 -8.25336 3.21096 -0.1 0.0 0.1 0.349
H -2.82702 -8.31309 1.63440 0.1 0.0 -0.1 0.325
H -2.37959 -9.45746 2.89240 0.1 -0.1 0.0 0.339
C -2.54937 9.58070 -5.32271 0.3 -0.1 0.1 -0.949
C -1.59325 10.75117 -5.30189 -0.4 0.1 -0.3 -0.368
O -0.50936 10.52636 -4.37120 0.1 0.0 0.0 -0.311
C 0.49055 9.78198 -4.81020 -0.1 0.1 0.0 0.342
O 0.60312 9.27633 -5.88642 0.1 -0.1 0.0 -0.510
C 1.57137 9.67285 -3.71368 0.0 0.0 0.0 0.900
F 1.02867 9.42308 -2.51624 0.0 0.0 0.0 -0.247
F 2.25296 10.82260 -3.62995 0.0 0.0 0.0 -0.254
F 2.42718 8.69693 -3.99557 0.0 0.0 0.0 -0.239
H -2.91383 9.36838 -4.31927 -0.1 0.1 0.0 0.253
H -3.40208 9.79714 -5.96160 0.0 0.0 0.0 0.408
H -2.05683 8.68265 -5.69582 0.0 0.0 -0.1 0.306
H -2.08986 11.65089 -4.94581 0.1 0.0 0.1 0.331
H -1.18961 10.96276 -6.29119 0.1 -0.1 0.0 0.345
C -8.23930 5.79233 -8.86124 0.1 -0.1 -0.2 -1.200
C -8.17786 4.76902 -7.74959 -0.2 0.4 0.2 0.087
O -7.95728 3.44032 -8.26983 0.0 -0.1 0.0 -0.337
C -6.70219 3.13141 -8.54857 -0.1 0.1 0.1 0.357
O -5.73836 3.82504 -8.41216 0.1 0.0 0.0 -0.516
C -6.62644 1.67473 -9.05260 0.0 0.0 -0.1 0.874
F -7.58643 1.41615 -9.94317 0.0 0.0 0.0 -0.243
F -6.77564 0.83325 -8.01904 0.0 0.0 0.0 -0.257
F -5.44947 1.43833 -9.61914 0.0 0.0 0.0 -0.237
H -8.99961 5.51478 -9.59153 -0.1 0.0 0.1 0.325
H -8.48340 6.77216 -8.45263 0.0 0.0 0.0 0.387
H -7.28545 5.86138 -9.38327 0.0 0.0 0.1 0.318
H -9.12668 4.71813 -7.22060 0.0 -0.2 -0.1 0.325
H -7.40348 5.01096 -7.02327 0.1 -0.1 -0.1 0.121
```
Positions in Å, forces in eV/Å.

LUMO level	-4.9551	eV
frontier orbital gap	6.2	eV
HOMO	-11.20	eV
charge	+1